1.
# CH27NO12

A cluster of 12 separate species, CH27NO12 in total at a distorted geometry (wB97M-V/def2-TZVPD, OMol25).

Properties
Relative energy (zero: lowest compared OMol25 entry of this formula, charge and spin): 349.0 kJ/mol
HOMO energy: -8.84 eV
Gap between HOMO and LUMO: 9.0 eV
Calculated total energy: -1011.80861 hartree
Charge: 0
SMILES: NCO.O.O.O.O.O.O.O.O.O.O.O

XYZ file:
```
41
Properties=species:S:1:pos:R:3:nbo_charge:R:1
N -0.2763 0.3079 1.0324 -0.922
C -1.1978 1.4527 1.2792 0.047
O -0.2561 2.5149 1.3456 -0.758
H 0.6397 0.6979 0.7845 0.402
H -0.2533 -0.4460 1.8134 0.368
H -1.6341 1.6602 0.2141 0.176
H -2.0019 1.1997 2.0812 0.177
H -0.3140 3.0326 2.0600 0.478
H -4.0620 -0.5914 -2.3923 0.512
H -4.4752 0.4184 -1.3358 0.479
O -3.7420 0.3188 -2.0148 -0.989
H -0.2717 -2.2199 0.7618 0.475
H 0.3614 -2.9467 -0.2420 0.469
O 0.6045 -2.2342 0.3254 -0.939
H 0.5398 -2.6893 -3.4385 0.462
H 0.0818 -1.3294 -2.9473 0.498
O -0.1399 -2.2536 -3.0536 -0.998
H -0.5600 1.0909 3.4775 0.460
H 0.6326 0.8765 4.4840 0.505
O -0.1455 1.4529 4.2951 -0.981
H 0.1495 0.7166 -4.0607 0.472
H -0.5660 0.6198 -2.6674 0.509
O 0.1413 0.2666 -3.3118 -0.967
H -1.9311 -1.6499 -2.0034 0.497
H -2.4268 -2.8738 -2.9399 0.490
O -2.6669 -2.3232 -2.1895 -0.984
H -2.1707 1.6140 -2.4095 0.516
H -1.4329 3.0124 -2.3859 0.492
O -1.3186 2.0934 -2.3096 -0.987
H 3.3267 -2.2949 -1.0391 0.461
H 2.4503 -1.4560 -0.2713 0.496
O 3.3417 -1.5054 -0.6227 -0.953
H 3.2839 -0.7034 1.0962 0.498
H 2.2114 0.2539 1.7277 0.491
O 2.7258 -0.6093 1.8263 -0.985
H 0.7043 -1.5332 4.3614 0.478
H 1.9378 -1.0731 3.4384 0.524
O 1.1609 -0.8174 3.9683 -0.999
H 1.2290 2.0735 -0.7255 0.497
H 1.6904 2.7252 0.6873 0.494
O 1.7927 1.9644 0.1125 -0.962
```

2.
# C4H8O

A cluster of 2 separate species, C4H8O in total at a distorted geometry (wB97M-V/def2-TZVPD, OMol25).

Properties
Relative energy (zero: lowest compared OMol25 entry of this formula, charge and spin): 237.8 kJ/mol
HOMO energy: -9.32 eV
Gap between HOMO and LUMO: 10.0 eV
Calculated total energy: -232.35505 hartree
Charge: 0
SMILES: C=CC=C.O

XYZ file:
```
13
Properties=species:S:1:pos:R:3:nbo_charge:R:1
C 0.8273 -1.6227 0.5961 -0.351
C 0.7945 -0.7228 -0.4485 -0.245
C -0.4479 -0.4405 -1.1246 -0.208
C -1.5423 0.1264 -0.5018 -0.398
H 0.0491 -2.1427 1.0272 0.196
H 1.7650 -2.1409 0.9347 0.196
H 1.6537 -0.4470 -1.0595 0.211
H -0.2831 -0.7254 -2.1765 0.216
H -2.5654 0.2517 -0.8631 0.207
H -1.4270 0.5786 0.4184 0.175
H 1.0746 2.2352 0.9526 0.460
H -0.2987 2.2531 0.8980 0.458
O 0.4002 2.7970 1.3471 -0.917
```

3.
# C2H6INOP

A structure of composition C2H6INOP at a distorted geometry (wB97M-V/def2-TZVPD, OMol25).

Properties
Relative energy (zero: lowest compared OMol25 entry of this formula, charge and spin): 174.3 kJ/mol
HOMO energy: -12.68 eV
Gap between HOMO and LUMO: 8.2 eV
Calculated total energy: -848.50215 hartree
Charge: +1

XYZ file:
```
12
Properties=species:S:1:pos:R:3:nbo_charge:R:1
C -0.5999 -1.0012 0.3600 0.532
C 0.8354 -0.7651 -0.1102 -0.391
N 1.1717 0.6805 0.1144 -0.727
O -1.2730 -1.8897 0.6084 -0.403
P -1.6874 1.0089 0.5029 0.024
I -1.6448 1.4432 -1.9621 -0.044
H 1.3759 -1.5766 0.2780 0.281
H 0.8926 -0.8998 -1.3353 0.294
H 2.0605 0.8618 -0.3762 0.472
H 1.5806 0.6924 1.0599 0.441
H 0.2146 1.1025 0.0956 0.450
H -2.9262 0.3431 0.7646 0.070
```

4.
# C4H6ORh

A structure of composition C4H6ORh at a distorted geometry (wB97M-V/def2-TZVPD, OMol25).

Properties
Relative energy (zero: lowest compared OMol25 entry of this formula, charge and spin): 5.3 kJ/mol
HOMO energy (alpha / beta): -5.94 / -9.36 eV
Gap between HOMO and LUMO (alpha / beta): 6.4 / 7.4 eV
2S+1: 6
Calculated total energy: -341.45794 hartree
Charge: 0

XYZ file:
```
12
Properties=species:S:1:pos:R:3:nbo_charge:R:1
O 0.0241 -0.3995 -1.4424 -0.733
C 0.3836 0.8612 -1.3214 0.248
C -0.0687 1.7132 -0.3071 -0.421
H 1.3164 1.1449 -1.8412 0.162
H -1.1562 1.8715 -0.2961 0.233
H 0.6142 2.4910 0.0476 0.223
Rh -0.7097 -1.5883 -0.1618 0.641
C -0.6751 0.1175 1.4412 -0.540
C -1.8066 0.4519 2.0833 -0.369
H 0.2174 0.0490 2.0878 0.181
H -2.7429 0.6322 1.5400 0.184
H -1.8969 0.4477 3.1783 0.193
```

5.
# C9H19Cl2IN2O5P

A cluster of 2 separate species, C9H19Cl2IN2O5P in total (wB97M-V/def2-TZVPD, OMol25).

Properties
HOMO energy: -4.43 eV
Gap between HOMO and LUMO: 6.5 eV
Calculated total energy: -2399.37814 hartree
Charge: -1

XYZ file:
```
39
Properties=species:S:1:pos:R:3:nbo_charge:R:1
C 3.1590 3.1587 -0.9817 -0.741
C 1.9759 3.2310 -0.0507 0.821
O 1.5757 4.2289 0.4567 -0.546
O 1.4307 2.0015 0.2072 -0.563
C 0.1429 1.7667 -0.3821 -0.383
P 0.0023 -0.0792 -0.6647 1.406
N 1.3683 0.0765 -1.8691 -1.197
C 0.9339 -1.0923 0.5259 -0.792
C 2.0408 -2.0214 0.0304 -0.258
C 2.1296 -3.2667 0.8917 -0.635
I 3.9690 -1.0657 0.0404 0.043
C -1.6512 -0.2069 0.3213 -0.564
Cl -1.4449 0.2215 2.0264 -0.017
C -2.9234 0.4130 -0.2792 -0.204
C -2.9303 0.4896 -1.8024 -0.623
Cl -3.3063 2.0589 0.3393 -0.076
H 3.1200 2.2679 -1.6085 0.245
H 3.2245 4.0710 -1.5733 0.227
H 4.0581 3.0826 -0.3637 0.246
H 0.0637 2.2687 -1.3546 0.183
H -0.6350 2.1359 0.2807 0.237
H -0.6981 -0.8189 -1.6616 -0.086
H 1.2439 0.8916 -2.4619 0.356
H 1.3548 -0.7163 -2.5056 0.354
H 1.3281 -0.3714 1.2476 0.282
H 0.1987 -1.6851 1.0777 0.274
H 1.8917 -2.3091 -1.0094 0.207
H 1.1446 -3.7420 0.9505 0.224
H 2.8326 -3.9861 0.4687 0.213
H 2.4525 -3.0299 1.9074 0.221
H -1.8720 -1.2836 0.3661 0.258
H -3.7625 -0.2040 0.0427 0.242
H -3.9047 0.8432 -2.1393 0.226
H -2.7650 -0.4974 -2.2425 0.214
H -2.1702 1.1789 -2.1814 0.197
N -3.3966 -2.0012 3.4929 0.710
O -2.9438 -2.5238 2.4444 -0.600
O -2.9338 -2.3344 4.5995 -0.550
O -4.3036 -1.1512 3.4142 -0.552
```

6.
# H2N2O3S

A cluster of 2 separate species, H2N2O3S in total at a distorted geometry (wB97M-V/def2-TZVPD, OMol25).

Properties
Relative energy (zero: lowest compared OMol25 entry of this formula, charge and spin): 92.1 kJ/mol
HOMO energy (alpha / beta): -7.32 / -10.91 eV
Gap between HOMO and LUMO (alpha / beta): 7.3 / 8.7 eV
2S+1: 3
Calculated total energy: -734.42888 hartree
Charge: 0

XYZ file:
```
8
Properties=species:S:1:pos:R:3:nbo_charge:R:1
N 0.8426 0.5348 -1.2886 -1.079
N -0.4823 -0.7348 1.6828 0.504
O 0.6574 -1.1028 1.8573 -0.297
O -1.4929 -0.9645 2.2758 -0.247
O -1.6460 0.8973 -0.9662 -0.869
S -0.5947 -0.0559 -0.7616 1.161
H 1.7205 -0.0254 -1.1469 0.415
H 0.9955 1.4514 -1.6527 0.413
```

7.
# C6H6AlF4NO4P

A structure of composition C6H6AlF4NO4P (wB97M-V/def2-TZVPD, OMol25).

Properties
HOMO energy: -6.74 eV
Gap between HOMO and LUMO: 7.8 eV
Calculated total energy: -1571.64744 hartree
Charge: -1

XYZ file:
```
23
Properties=species:S:1:pos:R:3:nbo_charge:R:1
N 1.8216 -2.0484 1.7021 -1.349
P 1.2425 -0.8403 0.9277 2.225
O 1.4860 0.6282 1.5541 -0.971
O 1.7182 -0.7437 -0.5983 -0.962
C -0.5524 -0.7539 0.6145 -0.489
C -1.0315 0.3010 -0.0713 -0.170
C -2.4923 0.4970 -0.3252 0.479
O -2.9241 1.5175 -0.7927 -0.478
C -3.4050 -0.6186 0.0540 -0.241
C -2.9395 -1.6689 0.7285 -0.237
C -1.4967 -1.8121 1.1144 0.512
O -1.1710 -2.7521 1.7895 -0.488
H 2.3032 -1.8337 2.5683 0.374
H 2.0974 0.5923 2.3054 0.503
H 2.5978 -1.1505 -0.7034 0.521
H -0.3709 1.0848 -0.4675 0.307
H -4.4556 -0.5000 -0.2246 0.222
H -3.5829 -2.4924 1.0567 0.221
F 3.0683 3.8283 -1.5945 -0.784
Al 2.2372 2.5206 -2.2543 2.159
F 1.6871 2.8958 -3.7996 -0.783
F 0.9067 2.1745 -1.2706 -0.784
F 3.2562 1.1745 -2.3131 -0.788
```

8.
# C16H32MgO2P2

A structure of composition C16H32MgO2P2 at a distorted geometry (wB97M-V/def2-TZVPD, OMol25).

Properties
Relative energy (zero: lowest compared OMol25 entry of this formula, charge and spin): 434.9 kJ/mol
HOMO energy (alpha / beta): -5.27 / -3.36 eV
Gap between HOMO and LUMO (alpha / beta): 4.6 / 2.5 eV
Calculated total energy: -1661.81858 hartree
Charge: 0

XYZ file:
```
53
Properties=species:S:1:pos:R:3:nbo_charge:R:1
P 0.2943 -1.7042 -5.5763 1.622
P 0.2992 2.2523 -4.8237 1.448
C -0.1447 -0.1428 -6.2750 -0.905
C 0.8812 0.9491 -5.9767 -0.723
H -1.2243 0.0810 -5.8081 0.339
H -0.2307 -0.2825 -7.3623 0.237
H 1.8517 0.5860 -5.5950 0.214
H 1.1043 1.4289 -6.9405 0.238
C -0.5849 3.2817 -6.0577 -0.954
H -0.9554 4.1953 -5.5734 0.239
H -1.4256 2.7322 -6.5033 0.261
H 0.0959 3.5627 -6.8708 0.224
C 1.7853 3.2247 -4.5311 -0.992
H 1.9460 3.9151 -5.3728 0.250
H 2.6804 2.5897 -4.4635 0.248
H 1.6866 3.8282 -3.6227 0.259
C -0.8422 -2.9120 -6.2939 -0.960
H -0.9271 -3.7665 -5.6049 0.256
H -0.4207 -3.2216 -7.2575 0.225
H -1.8290 -2.4466 -6.4319 0.274
C 1.9580 -2.2689 -5.8526 -0.997
H 2.6512 -1.4174 -5.9098 0.251
H 1.9313 -2.8139 -6.8077 0.256
H 2.2516 -2.9644 -5.0508 0.255
Mg 2.1396 1.1248 -0.1928 1.453
C -1.1535 1.4881 -3.9461 -0.435
C -2.1156 0.6465 -4.7585 -0.606
C -3.0840 -0.2285 -4.0299 -0.384
C -2.5341 -1.1219 -2.8844 -0.428
C -1.5721 -2.0663 -3.4287 -0.432
C -0.2228 -1.7740 -3.8983 -0.595
C 0.4263 -0.5024 -3.1190 -0.418
C -0.3340 0.7957 -2.8257 -0.445
C 1.9764 -0.8655 0.1500 -1.359
H -1.6840 2.3693 -3.5404 0.216
H -2.6708 1.2227 -5.5152 0.185
H -3.5041 -0.8929 -4.7763 0.186
H -3.9699 0.3332 -3.6945 0.154
H -2.1976 -0.4138 -2.1250 0.176
H -3.3400 -1.7167 -2.4121 0.212
H -1.9166 -3.1004 -3.5287 0.184
H 0.4291 -2.6305 -3.5836 0.204
H 1.3981 -0.2498 -3.5771 0.164
H 0.7551 -0.8511 -2.1248 0.254
H -0.9251 0.6761 -1.9173 0.243
H 0.4034 1.5229 -2.4192 0.180
H 2.8610 -1.2064 0.7091 0.211
H 1.8598 -1.4869 -0.7415 0.192
H 1.0984 -0.9768 0.8012 0.220
O 1.7123 1.7133 1.7273 -0.794
C 0.6034 2.1251 1.2473 0.618
O 0.4001 2.1307 -0.0286 -0.847
H -0.1824 2.4627 1.9321 0.123
```

9.
# H16O9Y

A structure of composition H16O9Y at a distorted geometry (wB97M-V/def2-TZVPD, OMol25).

Properties
Relative energy (zero: lowest compared OMol25 entry of this formula, charge and spin): 169.0 kJ/mol
HOMO energy: -12.78 eV
Gap between HOMO and LUMO: 8.2 eV
Calculated total energy: -724.95011 hartree
Charge: +1

XYZ file:
```
26
Properties=species:S:1:pos:R:3:lowdin_charge:R:1
Y -1.8745 0.1760 -1.2597 1.682
O 0.0359 -0.3238 -0.3468 -0.412
H 0.5964 -1.0767 -0.5202 -0.011
O -2.6272 -1.2203 0.2948 -0.401
H -3.4754 -0.8169 0.4936 -0.059
O -0.3974 1.9419 -1.7197 -0.110
H -0.2548 2.8606 -1.4363 0.110
H 0.2663 1.7866 -2.4150 0.105
O -0.0418 -2.0892 1.9490 -0.063
H 0.7704 -2.3259 2.4135 0.037
H 0.1833 -1.3552 1.3538 -0.020
O 3.2218 -1.9454 -1.6762 -0.056
H 3.6193 -1.3696 -1.0121 0.034
H 2.8846 -2.6995 -1.1747 0.039
O 0.0995 1.9007 2.7125 -0.055
H 0.6942 1.7539 1.9438 0.002
H 0.1649 2.8455 2.9050 0.060
O -1.4579 -1.9411 -2.3173 -0.093
H -1.2862 -2.2422 -3.2229 0.099
H -1.0566 -2.6021 -1.7245 0.100
O 1.8634 1.5827 0.5497 -0.081
H 2.7343 1.1738 0.6121 0.058
H 1.2754 0.8869 0.1439 0.001
O -1.9621 1.4651 0.8348 -0.106
H -1.2224 1.9379 1.2769 0.046
H -2.7533 1.6965 1.3419 0.093
```